DFT (ωB97M-V/def2-TZVPD) results for 2 unconnected molecules or ions with the total composition CH3NO3Si.

Properties
net charge: 0
gap between HOMO and LUMO: 10.42 eV

Each line ends with the Mulliken charge.
Positions of all 9 atoms, in Å:
C -2.722 -0.968 0.202  -0.15
N -3.745 -1.466 0.093  -0.34
O -0.385 1.400 -0.547  -0.43
O 0.755 -1.059 -0.927  -0.43
O 0.415 0.011 1.482  -0.34
Si -0.213 -0.102 0.050  0.73
H -0.415 2.123 0.159  0.35
H 0.455 -1.180 -1.819  0.32
H 0.709 -0.779 1.762  0.29

DFT (ωB97M-V/def2-TZVPD) results for a molecular structure, C16H20BaIN3O8P2.

Properties
net charge: 0
gap between HOMO and LUMO: 7.66 eV

Each line ends with the Mulliken charge.
Positions of all 51 atoms, in Å:
Ba -0.556 -0.850 0.087  2.04
C 0.313 -2.775 4.206  -1.09
C 1.216 -3.125 3.064  0.56
N 1.710 -4.336 2.996  -0.67
C 2.512 -4.659 1.959  -1.07
C 2.885 -3.765 0.993  0.30
C 3.733 -4.211 -0.167  -0.76
O 3.138 -3.892 -1.424  -0.50
C 2.365 -2.448 1.040  1.02
C 2.835 -1.508 0.023  -0.65
N 2.142 -0.583 -0.530  -0.08
C 2.730 0.142 -1.587  0.16
C 3.573 -0.469 -2.518  0.06
C 4.116 0.258 -3.564  -0.80
C 3.818 1.603 -3.713  -0.52
C 2.949 2.219 -2.825  -0.45
C 2.405 1.484 -1.784  -0.29
I 1.039 2.439 -0.510  0.01
C 1.461 -2.104 2.071  0.39
O 0.845 -0.975 2.157  -1.26
H 0.281 -3.602 4.911  0.37
H -0.699 -2.560 3.851  0.17
H 0.659 -1.868 4.703  0.32
H 2.852 -5.688 1.922  0.36
H 3.918 -5.285 -0.082  0.37
H 4.706 -3.714 -0.172  0.33
H 2.201 -4.129 -1.386  0.35
H 3.868 -1.651 -0.301  0.74
H 3.763 -1.532 -2.434  0.48
H 4.764 -0.238 -4.275  0.40
H 4.240 2.172 -4.531  0.37
H 2.686 3.261 -2.944  0.37
N -3.188 -3.557 -2.914  -0.35
C -3.348 -3.129 -1.464  0.98
C -4.617 -3.732 -0.889  -1.80
P -3.326 -1.284 -1.526  0.65
O -4.764 -0.958 -2.186  -0.59
O -2.230 -0.969 -2.487  -0.80
O -3.265 -0.736 -0.133  -0.80
P -1.829 -3.950 -0.740  0.58
O -2.082 -3.710 0.837  -0.41
O -1.978 -5.365 -1.165  -0.81
O -0.617 -3.160 -1.136  -0.59
H -4.055 -3.431 -3.437  0.35
H -2.885 -4.544 -2.915  0.37
H -2.462 -2.948 -3.321  0.29
H -5.492 -3.431 -1.470  0.44
H -4.743 -3.366 0.128  0.40
H -4.553 -4.821 -0.857  0.45
H -5.329 -0.496 -1.555  0.33
H -1.871 -4.490 1.366  0.30

DFT (ωB97M-V/def2-TZVPD) results for a molecular structure, C31H37AsN4O5S3Zr.

Properties
net charge: +2
gap between HOMO and LUMO: 7.59 eV

Each line ends with the Mulliken charge.
Positions of all 82 atoms, in Å:
Zr 0.053 -0.470 -1.545  0.86
N -0.833 2.383 -4.691  -0.22
C -0.527 1.252 -4.064  0.60
S -1.836 0.294 -3.388  -0.35
N 0.752 0.920 -3.950  -0.91
N 0.844 -0.428 -3.599  0.37
C 0.526 -1.332 -4.439  -0.58
C 0.077 -2.611 -3.880  0.98
C 0.191 -3.814 -4.555  -0.95
C -0.334 -4.954 -3.958  -0.31
C -0.947 -4.839 -2.722  -0.92
C -0.990 -3.599 -2.096  -0.43
N -0.490 -2.501 -2.657  0.32
H -1.736 2.803 -4.564  0.24
H -0.085 2.955 -5.052  0.27
H 0.413 -1.123 -5.504  0.43
H 0.666 -3.851 -5.523  0.53
H -0.269 -5.912 -4.454  0.46
H -1.386 -5.696 -2.238  0.47
H -1.438 -3.474 -1.116  0.61
C 1.316 -5.946 3.942  -1.82
C 1.745 -4.634 3.345  1.51
C 2.025 -3.596 4.137  -1.17
C 2.511 -2.219 3.832  -0.64
C 1.867 -2.202 1.297  1.29
C 1.841 -3.668 0.991  -1.62
C 1.826 -4.660 1.885  -0.87
S 2.405 -1.352 -0.223  1.30
O 3.816 -1.379 -0.283  -0.66
O 1.754 0.013 -0.222  -0.62
O 1.653 -2.015 -1.315  -0.47
H 1.210 -5.879 5.021  0.42
H 2.050 -6.721 3.720  0.39
H 0.367 -6.276 3.521  0.35
H 1.908 -3.763 5.202  0.38
H 1.793 -1.516 4.273  0.26
H 1.866 -3.933 -0.060  0.45
H 1.834 -5.659 1.465  0.38
O -0.701 1.389 -0.742  -0.29
S -2.134 1.957 -0.669  0.33
C -2.553 1.923 1.089  -0.84
C -1.903 2.932 1.985  0.49
C -0.545 3.235 1.894  1.02
C 0.020 4.168 2.748  -1.57
C -0.762 4.802 3.703  -0.63
C -2.113 4.512 3.792  -0.70
C -2.685 3.588 2.930  -0.96
C -2.030 3.763 -0.890  -0.88
C -1.188 4.272 -2.023  0.37
C 0.203 4.199 -1.966  0.16
C 0.971 4.802 -2.950  -0.59
C 0.358 5.483 -3.993  -0.69
C -1.026 5.553 -4.058  -0.48
C -1.797 4.952 -3.075  -0.75
H -2.349 0.875 1.352  0.32
H -3.641 2.030 1.107  0.70
H 0.065 2.763 1.133  0.62
H 1.069 4.409 2.662  0.51
H -0.320 5.529 4.367  0.43
H -2.728 5.012 4.524  0.44
H -3.743 3.378 2.996  0.46
H -1.702 4.183 0.064  0.43
H -3.079 4.028 -1.036  0.69
H 0.685 3.695 -1.140  0.23
H 2.048 4.754 -2.897  0.42
H 0.958 5.972 -4.746  0.42
H -1.505 6.097 -4.860  0.42
H -2.875 5.030 -3.115  0.40
C -1.042 -2.743 2.699  -1.22
As 0.046 -1.540 1.668  1.20
C 2.865 -1.821 2.401  -1.14
C 0.203 0.152 2.563  -1.02
O -0.731 -1.372 0.166  -0.56
H -0.722 -2.729 3.742  0.42
H -0.948 -3.752 2.296  0.35
H -2.073 -2.391 2.607  0.52
H 3.418 -2.051 4.425  0.55
H 3.039 -0.740 2.377  0.49
H 3.809 -2.288 2.111  0.53
H -0.783 0.590 2.724  0.36
H 0.820 0.815 1.962  0.26
H 0.662 -0.011 3.538  0.40

Calculated maximum force, 5.374; 0.280; 1.138 eV/A (same order as the records).
Calculated ΔE to the lowest compared entry with this formula, charge and spin, 221.8; 40.7; 370.3 kJ/mol (same order as the records).
Calculated E, -16597.3336; -65148.2420; -143559.9019 eV (same order as the records).